1.
{"formula": "B4H46Ni2O15", "method": "ωB97M-V/def2-TZVPD", "species": ["Ni", "Ni", "B", "H", "H", "H", "H", "B", "H", "H", "H", "H", "B", "H", "H", "H", "H", "B", "H", "H", "H", "H", "O", "H", "H", "O", "H", "H", "O", "H", "H", "O", "H", "H", "O", "H", "H", "O", "H", "H", "O", "H", "H", "O", "H", "H", "O", "H", "H", "O", "H", "H", "O", "H", "H", "O", "H", "H", "O", "H", "H", "O", "H", "H", "O", "H", "H"], "xyz": [[-3.30838, -0.62012, -3.03075], [0.01240, -0.49213, -0.02165], [-1.84442, -1.00051, -1.29335], [-1.22356, -1.67677, -0.72639], [-1.66170, 0.01394, -0.97439], [-1.59434, -1.02203, -2.34276], [-2.87358, -1.29485, -1.15755], [0.68706, 1.38700, 0.74059], [1.17050, 2.29504, 1.06613], [0.64944, 0.68977, 1.56321], [-0.28407, 1.54754, 0.29857], [1.30317, 0.93569, -0.02162], [1.36860, -2.10617, 0.73373], [2.11465, -2.86237, 0.92300], [1.87058, -1.17566, 0.51834], [0.74683, -2.44509, -0.08038], [0.78448, -2.04558, 1.63892], [-2.40187, 1.30713, -3.83766], [-1.93892, 2.28127, -3.86910], [-1.61739, 0.57135, -3.75137], [-3.13374, 1.11877, -3.06751], [-2.79860, 1.09322, -4.81800], [-2.75138, 1.94404, 1.42024], [-1.83386, 2.18859, 1.29952], [-3.22837, 2.77278, 1.37662], [1.10002, -0.80359, -1.78030], [1.41647, -0.22064, -2.47041], [1.64047, -1.58926, -1.86329], [0.66110, 2.48464, 3.74611], [0.41933, 3.38162, 3.97678], [0.94720, 2.54012, 2.83436], [0.39956, -4.30348, -1.35996], [0.06684, -3.72878, -2.04935], [0.49834, -3.73229, -0.59825], [0.75188, 5.14378, 0.00593], [1.07902, 4.24678, -0.06196], [-0.12835, 5.05126, 0.37045], [-1.33246, 0.15929, 4.10041], [-1.94253, 0.75964, 3.67189], [-0.50866, 0.64476, 4.14382], [-4.59187, -2.71326, 0.71768], [-4.12226, -2.75759, -0.11523], [-5.47666, -3.01410, 0.51062], [-1.49895, -0.87153, 1.43279], [-2.34061, -1.15671, 1.07710], [-1.68346, -0.66400, 2.34883], [2.75235, 3.23858, -1.24711], [2.42269, 2.49864, -0.73716], [3.70034, 3.10875, -1.27314], [1.83817, -4.55815, 2.81870], [1.61113, -3.93554, 2.12803], [1.01552, -4.71165, 3.28336], [3.00870, -2.90245, -1.72103], [2.43702, -2.90349, -0.95329], [3.12024, -3.82793, -1.93844], [1.17945, 2.20695, -3.19368], [1.50664, 3.01084, -2.79003], [1.90797, 1.89391, -3.72987], [4.37149, -1.53299, 1.38771], [4.39661, -0.57614, 1.38113], [3.45959, -1.75045, 1.19434], [-2.78228, 3.83886, -1.67596], [-2.23455, 3.20379, -2.13739], [-2.52794, 4.68592, -2.04205], [2.00681, -0.91096, 3.57888], [1.20892, -1.38184, 3.81947], [2.03319, -0.95612, 2.62311]], "mulliken_spin": [1.715, 1.783, 0.115, 0.002, 0.023, 0.040, -0.003, 0.028, -0.007, 0.015, 0.004, 0.041, -0.074, 0.001, 0.047, 0.030, 0.017, 0.073, 0.006, 0.013, 0.046, 0.020, 0.000, 0.002, 0.000, 0.032, 0.002, -0.004, 0.001, 0.000, 0.001, -0.001, 0.000, -0.005, 0.000, 0.000, 0.000, 0.001, 0.000, 0.000, 0.000, 0.000, 0.000, 0.026, -0.003, 0.001, 0.001, 0.004, 0.000, 0.000, 0.001, 0.000, 0.000, 0.001, 0.000, 0.001, 0.000, 0.000, 0.000, 0.000, -0.001, 0.001, 0.000, 0.000, 0.001, 0.000, 0.005], "energy_ev": -116237.5824, "orbital_gap_ev": [6.5476, 5.5387], "s2": 6.009, "homo_ev": [-10.16, -10.15], "molar_mass_g_mol": 447.0, "spin_multiplicity": 5}

***

2.
{"formula": "CH5NOSi", "method": "ωB97M-V/def2-TZVPD", "species": ["C", "N", "O", "Si", "H", "H", "H", "H", "H"], "xyz": [[0.36180, -0.68531, 0.03169], [1.15819, 0.56005, -0.19554], [-2.90051, -0.05548, -0.25772], [-1.45675, 0.20932, 0.15917], [2.11693, 0.46221, 0.04187], [1.14237, 0.82261, -1.20437], [-1.21391, 1.38469, 1.16967], [0.35240, -1.53350, -0.80221], [0.43948, -1.16459, 1.05745]], "nbo_charge": [-0.665, -0.858, -1.150, 1.713, 0.369, 0.366, -0.232, 0.219, 0.238], "energy_ev": -12532.1604, "orbital_gap_ev": 9.7728, "homo_ev": -9.73, "molar_mass_g_mol": 75.1, "spin_multiplicity": 1, "smiles": "NC[SiH]=O", "relative_energy_ev": 0.372}

***

3.
{"formula": "C46H42CuN6O3S2", "method": "ωB97M-V/def2-TZVPD", "species": ["Cu", "C", "C", "C", "C", "C", "C", "C", "S", "O", "C", "C", "C", "C", "C", "C", "C", "C", "C", "C", "C", "C", "C", "C", "C", "C", "C", "C", "C", "C", "S", "O", "C", "C", "C", "C", "C", "C", "C", "H", "H", "H", "H", "H", "H", "H", "H", "H", "H", "H", "H", "H", "H", "H", "H", "H", "H", "H", "H", "H", "H", "H", "H", "H", "H", "N", "C", "N", "C", "N", "N", "C", "N", "C", "C", "C", "C", "C", "N", "H", "H", "H", "H", "H", "H", "H", "H", "C", "C", "C", "O", "C", "H", "H", "H", "H", "H", "H", "H", "H"], "xyz": [[-1.88594, -0.94811, -0.20215], [7.89023, -1.07085, 0.08132], [6.38152, -1.08573, 0.02109], [5.64579, -2.24277, -0.25134], [4.25170, -2.19984, -0.33487], [3.61386, -0.95925, -0.20711], [4.32081, 0.19066, 0.00978], [5.71543, 0.12790, 0.16720], [1.80170, -0.82100, -0.10735], [1.43863, 0.29002, 0.81205], [1.34239, -0.26564, -1.79757], [1.35098, -1.35921, -2.66014], [1.09106, -1.14641, -3.98917], [0.94078, 0.15056, -4.55189], [0.86557, 0.32917, -5.94238], [0.67467, 1.59270, -6.47125], [0.56062, 2.68190, -5.59316], [0.64355, 2.53719, -4.24169], [0.88039, 1.25447, -3.64242], [1.08593, 1.05522, -2.21449], [1.14394, 2.26496, -1.34510], [2.21186, 3.22249, -1.63676], [3.21294, 3.00780, -2.61287], [4.16472, 3.98242, -2.84695], [4.23375, 5.17014, -2.10329], [3.29879, 5.41176, -1.14083], [2.26571, 4.47764, -0.91210], [1.22893, 4.78886, -0.01639], [0.18913, 3.89442, 0.19336], [0.19502, 2.60647, -0.40527], [-1.29733, 1.55617, -0.04658], [-2.44953, 2.17740, -0.85207], [-1.60809, 1.88760, 1.67790], [-2.91776, 2.11832, 2.07201], [-3.23481, 2.31668, 3.41016], [-2.20579, 2.42737, 4.34896], [-2.46643, 2.71695, 5.79646], [-0.88618, 2.28960, 3.90918], [-0.56726, 1.98417, 2.59373], [8.26922, -2.04428, 0.44726], [8.22572, -0.26491, 0.75572], [8.27420, -0.86410, -0.94144], [6.16086, -3.19085, -0.38022], [3.67537, -3.09544, -0.52391], [3.79530, 1.15741, 0.04892], [6.25282, 1.04517, 0.28901], [1.63849, -2.34601, -2.29487], [1.03576, -2.01183, -4.65636], [0.92093, -0.52041, -6.59799], [0.61618, 1.76869, -7.54963], [0.44744, 3.68842, -6.00212], [0.56695, 3.39773, -3.57900], [3.27463, 2.06291, -3.18199], [4.92352, 3.74993, -3.59406], [5.04146, 5.89431, -2.32046], [3.23633, 6.31405, -0.57631], [1.28329, 5.67125, 0.60082], [-0.60077, 4.12807, 0.88887], [-3.69040, 2.20384, 1.29882], [-4.27241, 2.35633, 3.69240], [-3.53895, 2.86363, 6.00629], [-1.90779, 3.59354, 6.15287], [-2.07176, 1.86144, 6.41917], [-0.05839, 2.46346, 4.59023], [0.44878, 1.79159, 2.30136], [-4.72575, 0.81121, -0.73751], [-4.90440, -0.47868, -0.47601], [-6.17409, -0.92515, -0.30121], [-6.35029, -2.24046, -0.23503], [-7.58609, -2.77225, -0.15000], [-5.31922, -3.17769, -0.29188], [-4.11594, -2.62134, -0.31695], [-3.80854, -1.31856, -0.42644], [-2.97194, -3.54983, -0.35050], [-3.12862, -4.93363, -0.42786], [-2.00006, -5.72626, -0.51041], [-0.75482, -5.10126, -0.44838], [-0.67762, -3.74388, -0.40678], [-1.74732, -2.94320, -0.34471], [-5.51585, 1.42341, -0.74724], [-3.78822, 1.25509, -0.87111], [-8.39452, -2.18305, -0.17076], [-7.72645, -3.76519, -0.24212], [-4.14790, -5.34269, -0.29939], [-2.08332, -6.80271, -0.61341], [0.18165, -5.67355, -0.46840], [0.32497, -3.30338, -0.40445], [-2.26179, -3.29358, 4.29863], [-0.77464, -3.51093, 3.92106], [-0.35039, -2.17150, 3.28204], [-1.57058, -1.58569, 2.74345], [-2.67560, -1.97762, 3.58666], [-2.34261, -3.16816, 5.39800], [-2.88930, -4.16074, 3.99436], [-0.61674, -4.36203, 3.21835], [-0.18967, -3.79965, 4.81472], [0.38432, -2.27624, 2.46792], [0.05963, -1.45076, 4.01351], [-3.58382, -2.08587, 2.97303], [-2.84261, -1.13027, 4.26741]], "mulliken_spin": [0.690, 0.000, 0.001, 0.000, 0.001, -0.003, 0.001, 0.000, 0.043, 0.018, 0.015, -0.017, 0.002, 0.000, 0.000, 0.004, -0.001, 0.003, 0.004, 0.001, -0.004, -0.006, 0.004, 0.000, 0.001, -0.002, 0.003, -0.001, 0.005, -0.008, 0.028, -0.003, -0.007, 0.001, 0.001, 0.001, 0.001, 0.000, 0.000, 0.000, 0.000, 0.000, 0.000, 0.000, 0.000, 0.000, -0.002, 0.000, 0.000, 0.000, 0.000, -0.001, 0.000, 0.000, 0.000, 0.000, 0.000, 0.002, -0.002, 0.000, 0.000, 0.000, 0.000, 0.000, 0.001, 0.003, -0.014, 0.014, -0.011, -0.002, 0.004, 0.032, 0.103, 0.033, 0.000, -0.004, 0.009, 0.001, 0.053, 0.000, 0.002, 0.000, -0.001, 0.001, 0.000, 0.000, -0.006, 0.000, 0.000, 0.000, 0.010, -0.001, 0.000, 0.000, 0.000, 0.000, -0.001, 0.000, 0.000, 0.000], "energy_ev": -129763.2863, "orbital_gap_ev": [6.4263, 3.7869], "s2": 0.754, "homo_ev": [-12.53, -12.52], "molar_mass_g_mol": 854.6, "charge": 2, "spin_multiplicity": 2, "relative_energy_ev": 0.000}

***

4.
{"formula": "C10H13F2NO7P2S3Sr", "method": "ωB97M-V/def2-TZVPD", "species": ["Sr", "O", "P", "O", "O", "O", "P", "O", "O", "O", "H", "H", "S", "C", "N", "C", "C", "C", "C", "C", "C", "S", "H", "H", "H", "H", "C", "S", "C", "H", "H", "H", "H", "H", "H", "F", "C", "F", "H"], "xyz": [[0.60659, -0.11292, 0.34201], [3.64800, 0.35173, 3.10623], [3.61248, 0.76856, 1.52679], [4.93831, 1.28340, 1.13252], [2.96760, -0.40542, 0.82944], [2.47519, 1.92513, 1.60022], [1.78086, 3.01703, 0.57990], [0.80431, 3.73860, 1.63658], [2.74133, 3.99153, 0.04344], [0.92603, 2.17162, -0.34588], [4.32171, 0.89887, 3.52280], [0.12859, 3.11712, 1.96002], [-1.56793, -1.64381, -1.48433], [-0.46699, -2.86062, -1.05417], [0.63914, -2.68385, -0.37337], [1.35577, -3.84658, -0.19576], [2.58067, -3.92818, 0.46674], [3.19364, -5.16406, 0.57624], [2.60834, -6.31209, 0.03604], [1.39440, -6.23804, -0.63086], [0.77473, -5.00098, -0.74490], [-0.71951, -4.55924, -1.51822], [3.02254, -3.02057, 0.86346], [4.14596, -5.24086, 1.08657], [3.10742, -7.26873, 0.13408], [0.94198, -7.12608, -1.05555], [-3.78750, 1.08896, 0.63950], [-4.03060, 2.54848, -0.39327], [-2.41416, 3.31740, -0.18014], [-3.03095, 0.43070, 0.21293], [-4.73502, 0.55220, 0.67860], [-3.48356, 1.36946, 1.64494], [-2.26118, 3.62097, 0.85358], [-2.38115, 4.19723, -0.82216], [-1.60159, 2.65272, -0.46764], [-1.91586, -0.15187, 3.07477], [-0.69391, 0.46197, 2.68162], [-1.09188, 1.87525, 2.58820], [-0.12753, 0.47954, 3.62760]], "nbo_charge": [1.763, -1.012, 2.547, -1.153, -1.266, -1.158, 2.554, -1.031, -1.140, -1.283, 0.485, 0.515, -0.394, -0.071, -0.649, 0.209, -0.239, -0.230, -0.238, -0.234, -0.263, 0.309, 0.259, 0.203, 0.193, 0.201, -0.742, 0.125, -0.742, 0.227, 0.208, 0.237, 0.221, 0.213, 0.244, -0.445, -0.013, -0.484, 0.076], "energy_ev": -83770.9167, "orbital_gap_ev": 6.6165, "homo_ev": -2.52, "molar_mass_g_mol": 543.0, "charge": -2, "spin_multiplicity": 1, "relative_energy_ev": 0.038}

***

- Which formula does entry 1 have?
  B4H46Ni2O15